Record 1
103
Properties=species:S:1:pos:R:3 method="wB97M-V/def2-TZVPD" e_tot_ha=-3218.3328 fmax_ev_per_a=1.84 gap_ev=8.4 smiles="CCCCO[C@]1(CCCCN(CCCC)C(=S)SCCC)OS(=O)(=O)O[C@]1(F)CC=O.CCCC#N.CCCC#N.CCCC#N"
S 3.19 5.12 -1.26
H 0.84 4.88 3.30
O 0.55 -2.72 -4.32
H 1.72 1.27 -0.02
C 0.17 5.20 -0.72
C -2.28 -1.71 6.06
H 0.25 -0.35 -4.91
C 4.68 2.92 -3.41
H 0.85 -5.05 7.88
C 0.11 -5.87 6.13
H 3.81 0.71 1.33
C 0.57 -1.86 -3.49
H 1.30 4.02 1.86
H -0.75 6.67 0.54
C 2.99 0.01 1.18
H 1.39 -6.69 7.54
C -0.30 5.58 -3.14
H -3.29 -6.67 -4.91
H 3.24 -0.63 0.33
H 3.22 -7.08 5.72
N -4.72 -7.98 -2.45
H 2.91 -0.60 2.08
H 2.26 -4.18 6.02
H -1.61 -0.24 0.43
C -0.72 0.34 0.20
N -0.73 -5.99 5.35
C -3.53 -4.93 -3.63
H -1.20 2.85 -1.39
C 1.19 -5.72 7.09
H 0.71 4.34 -0.30
H 5.16 2.27 -4.15
H -4.93 -6.02 -4.88
C 1.05 6.15 1.53
H 0.36 2.28 -1.93
C -1.49 -0.52 5.76
H -1.21 -3.76 3.46
C -1.22 0.88 -2.10
C 3.00 -6.08 5.33
H -5.46 -4.00 -3.30
C 5.09 2.38 -2.03
H 0.11 -0.28 2.04
H -2.09 4.58 -2.40
C 0.25 -0.42 -3.82
H 5.65 1.45 -2.10
H 2.28 -6.18 4.52
H -0.97 -2.02 3.60
H -2.61 -2.69 3.47
H 0.75 -1.16 0.63
C 1.67 0.75 0.94
O -4.24 -0.55 -2.96
S -3.14 -0.70 -2.07
H 3.22 -5.04 7.20
C -1.00 3.07 -3.49
O -3.33 -1.46 -0.89
H -0.68 -3.13 5.81
H 5.06 3.93 -3.54
H -0.37 4.55 2.03
C 0.46 -0.18 1.00
H 0.67 7.25 -0.32
C -1.62 -2.85 3.90
C 3.17 2.87 -3.69
C 0.27 6.40 0.25
H -1.86 2.58 -3.95
H -2.02 4.85 -4.11
H 1.59 1.53 1.71
C -4.05 -6.22 -4.27
H 2.66 2.39 -2.85
H -0.87 4.92 -0.80
C 0.67 4.84 2.23
S 2.32 4.45 -4.01
H 0.84 6.97 2.21
H 0.22 5.65 -4.10
H -4.84 -4.87 -1.90
C -4.56 -4.24 -2.74
C -0.70 2.30 -2.19
H 2.13 6.18 1.37
C -1.41 4.53 -3.26
C -1.68 -2.96 5.41
H -4.15 -3.32 -2.34
O -0.40 0.17 -1.19
O -1.83 -1.19 -2.82
H 5.70 3.10 -1.48
H -3.23 -4.25 -4.44
H -0.18 2.99 -4.20
C 2.46 -5.17 6.43
H 0.84 -2.08 -2.45
H 2.94 2.27 -4.58
H -2.33 -1.82 7.15
H -0.79 6.55 -3.01
H -3.30 -1.54 5.71
N -0.84 0.40 5.52
H 4.22 2.18 -1.40
N 0.70 5.45 -2.07
C -1.13 -0.02 -3.35
C 1.96 5.02 -2.35
C -4.43 -7.21 -3.26
H 1.00 0.24 -3.39
H 3.92 -5.67 4.91
F -1.91 0.39 -4.39
O -2.58 0.78 -1.73
H -2.63 -5.15 -3.05
H -2.28 -3.83 5.69
H -0.87 1.40 0.44



Record 2
96
Properties=species:S:1:pos:R:3 method="wB97M-V/def2-TZVPD" e_tot_ha=-2299.3796 s_squared=8.797 e_above_lowest_kj_mol=32.8 spin_multiplicity=6 fmax_ev_per_a=7.10 charge=+3 gap_ev="3.9 / 3.7"
H -3.27 0.69 4.05
P 1.80 0.33 1.48
H -4.71 -0.38 4.06
H -4.32 -2.94 3.68
H -3.22 0.54 0.92
C 2.31 3.96 -0.31
H -0.99 1.35 -5.15
C -0.58 0.36 -4.92
C -2.86 -1.38 3.67
C -3.94 1.29 -1.85
H -0.97 1.00 2.56
H -4.83 1.25 -1.21
C 4.35 0.10 -3.41
H -3.58 -0.40 5.44
O -1.96 -1.15 2.85
C -2.86 -0.39 -4.44
H 3.66 1.43 0.29
H -0.54 2.26 3.72
H -0.09 2.47 2.02
H 3.18 -1.42 -0.46
C -0.88 -1.83 -3.76
H -3.24 0.63 -4.54
H 0.19 -1.81 -3.53
H -3.56 -1.56 -2.11
C 2.10 2.01 3.79
H 4.53 -0.20 -2.37
H -4.39 -1.06 -0.63
H 3.89 -0.43 3.72
P -1.22 0.35 -2.16
H 5.16 -0.33 -4.02
H 2.06 -2.32 -4.37
H 3.66 -0.13 -5.96
O -0.49 -2.82 0.30
H 3.20 2.40 1.65
C 2.80 0.13 -5.33
C -3.66 -0.29 4.35
H 3.17 4.36 0.21
C 3.01 -1.94 -3.97
C -1.42 -0.40 -3.90
H -2.61 -3.50 3.59
H -1.50 0.43 0.49
H 2.22 2.93 3.21
H 4.41 1.19 -3.47
H 1.85 5.74 -1.42
H 2.16 -2.21 3.13
C -0.16 -1.73 0.05
H 3.41 -3.01 2.14
C 2.60 -2.26 2.12
H 1.83 -2.61 1.43
C -3.29 -2.78 4.05
C -3.41 -1.08 -1.14
C 0.53 4.09 -1.91
H -3.60 2.33 -1.92
C 4.25 -0.44 2.69
H 5.10 -1.14 2.65
H 0.45 0.50 -4.57
H 0.16 -0.86 3.70
H -3.56 -1.00 -3.86
H -1.06 2.49 -3.32
H -1.02 -2.36 -4.71
H 2.72 1.22 -5.32
C 1.13 1.01 3.13
N 1.49 -0.11 -1.85
C 3.90 -1.13 0.32
H -2.74 -1.72 -0.55
H 3.08 1.57 4.01
C 3.20 -0.92 1.68
C 3.01 -0.41 -3.93
H 0.39 0.31 5.01
C -2.89 0.37 -1.23
H 4.45 -0.25 -0.01
C 1.92 2.65 -0.03
H 1.66 2.31 4.76
N 0.84 2.11 -0.61
H -0.05 4.60 -2.67
H 4.65 0.56 2.44
C -2.49 0.88 0.17
H 3.16 -2.37 -2.96
C 0.86 -0.13 4.11
H -2.39 1.97 0.18
H 3.83 -2.30 -4.61
C 2.77 1.78 0.85
Ir 0.31 0.00 -0.33
H -2.83 -0.82 -5.46
H -3.29 -2.89 5.14
C 0.26 2.72 -1.70
H -1.39 -2.40 -2.96
H 1.79 -0.62 4.45
H -4.25 0.97 -2.85
C -0.53 1.93 -2.56
C 1.88 0.05 -2.96
C 1.57 4.70 -1.24
H 1.91 -0.30 -5.79
H 4.64 -1.94 0.43
H -0.55 -0.21 -5.86
C -0.19 1.73 2.82